72
Properties=species:S:1:pos:R:3:lowdin_charge:R:1 method="wB97M-V/def2-TZVPD" e_above_lowest_ev=0.8757 orbital_gap_ev=6.688 smiles="CN(C)c1ccc([C@@H](/C=C/N2[C@H](Cc3ccccc3)C(=O)N(C)C2(C)C)Sc2ccc([N+](=O)[O-])cc2)cc1" largest_force_ev_per_a=2.6
C -7.77360 0.92315 1.92255 -0.0869
N -7.13168 0.81050 0.63559 -0.2562
C -7.93441 1.34401 -0.44648 -0.0837
C -5.78650 0.46939 0.51419 -0.2711
C -5.34532 -0.86083 0.33557 0.0061
C -3.99455 -1.18017 0.25370 -0.0679
C -3.01018 -0.20478 0.22231 -0.2254
C -1.58341 -0.59608 -0.11648 -0.4214
C -0.59333 0.48726 0.19365 -0.1264
C 0.73490 0.33924 0.04591 -0.0850
N 1.64670 1.36592 0.04614 -0.0173
C 3.06521 1.06554 -0.07803 -0.1722
C 3.59834 0.18945 1.08162 -0.0844
C 5.07600 -0.11516 0.93929 -0.2347
C 5.49225 -1.11397 0.05117 -0.0428
C 6.85765 -1.31822 -0.14856 -0.0829
C 7.79037 -0.53135 0.52915 -0.0888
C 7.36315 0.41861 1.45965 -0.0782
C 6.00447 0.61441 1.68978 -0.0452
C 3.70419 2.45864 -0.12492 -0.3685
O 4.86921 2.72062 -0.43796 0.0702
N 2.72549 3.33436 0.24736 -0.0350
C 3.00211 4.74159 0.36018 -0.0196
C 1.36587 2.77964 0.31198 -0.4721
C 0.77941 3.04609 1.70325 0.0029
C 0.49077 3.41714 -0.76612 0.0020
S -1.08725 -2.37120 0.47544 0.9641
C -0.67290 -3.58164 -0.71303 -0.5415
C 0.69264 -3.95302 -0.85040 -0.0801
C 1.07289 -5.00571 -1.67609 0.0053
C 0.11417 -5.67094 -2.44794 -0.1626
N 0.50508 -6.25811 -3.70254 -0.3114
O -0.40240 -6.64664 -4.47307 0.0593
O 1.72527 -6.26482 -3.98684 0.0577
C -1.24186 -5.46382 -2.17398 0.0058
C -1.63721 -4.41729 -1.34149 -0.0601
C -3.44736 1.12504 0.46185 -0.0254
C -4.79255 1.45903 0.53195 -0.0075
H -7.07875 0.61303 2.71453 0.0918
H -8.08581 1.96897 2.11082 0.0806
H -8.67580 0.28533 1.95498 0.0826
H -7.37991 1.32749 -1.39594 0.0909
H -8.86038 0.74605 -0.55761 0.0827
H -8.23933 2.38796 -0.22962 0.0794
H -6.11597 -1.63289 0.28869 0.1166
H -3.71680 -2.23873 0.18190 0.0768
H -1.46025 -1.00831 -1.18683 0.1243
H -0.93405 1.46881 0.49475 0.0466
H 1.15009 -0.67727 -0.03755 0.1113
H 3.25633 0.54783 -1.03524 0.1653
H 3.38653 0.72974 2.02198 0.1279
H 3.01296 -0.74532 1.10668 0.1130
H 4.73879 -1.69785 -0.48878 0.1137
H 7.17945 -2.07747 -0.85448 0.1002
H 8.85265 -0.67530 0.35433 0.0993
H 8.07622 1.03540 1.99461 0.1010
H 5.64368 1.36254 2.40343 0.1179
H 4.08852 4.88441 0.33126 0.0987
H 2.52931 5.30501 -0.45566 0.0936
H 2.60495 5.13105 1.30362 0.0893
H 1.48752 2.72939 2.48164 0.0979
H 0.56622 4.11985 1.80116 0.0856
H -0.15466 2.50869 1.86692 0.0712
H 1.01394 3.40950 -1.73011 0.1030
H -0.45675 2.89075 -0.88282 0.0732
H 0.26991 4.45369 -0.48763 0.0858
H 1.40861 -3.41391 -0.22139 0.0996
H 2.09767 -5.34095 -1.78474 0.1208
H -1.92772 -6.15314 -2.65649 0.1217
H -2.68911 -4.24945 -1.09356 0.1066
H -2.73847 1.94641 0.53804 0.0925
H -5.09124 2.50276 0.62070 0.1192